C5H10N | ωB97M-V/def2-TZVPD

Summary:
* net charge: +1
* energy relative to the best compared isomer or geometry (same formula, charge and spin): 221.37 kcal/mol
* E: -6820.6024 eV
* LUMO energy: -6.3607 eV

Each line ends with the Löwdin charge.
Atoms and positions in Å:
C: -2.222 -0.514 -0.309  0.044
C: -2.065 0.044 0.973  0.089
C: 0.792 -0.240 -1.185  -0.083
C: 0.716 -0.313 0.192  -0.468
N: 1.031 0.781 0.883  0.164
C: 2.116 0.209 -0.551  0.011
H: -1.374 0.315 -0.127  0.138
H: -3.074 -0.252 -0.932  0.140
H: -2.029 -1.576 -0.377  0.126
H: -1.990 -0.687 1.770  0.134
H: -2.509 0.979 1.265  0.122
H: 0.747 -0.909 -2.038  0.089
H: 0.831 -1.283 0.679  0.154
H: 0.944 1.601 0.280  0.099
H: 2.493 1.171 -0.879  0.119
H: 2.884 -0.518 -0.293  0.124

Forces on atoms 1 to 3 (eV/Å):
-2.627 -0.795 2.083
-3.420 -1.454 -0.169
0.205 1.419 -1.043